DFT (the ωB97M-V functional and the def2-TZVPD basis) results for an isolated molecule of C3H5NO5S2 at a distorted geometry.

Last column: natural (NBO) charge in e.
CARTESIAN COORDINATES (ANGSTROEM)
S1 1.059 -2.007 0.001  2.125
O1 1.513 -2.879 1.049  -0.874
O2 -3.088 -2.406 0.019  -0.834
C1 1.381 -0.244 0.349  0.564
H1 -1.658 1.655 -0.341  0.225
O3 2.478 0.254 0.185  -0.544
C2 0.222 1.837 0.520  -0.085
N1 -0.819 -1.786 0.045  -0.979
H2 -0.412 1.357 -1.472  0.223
O4 1.379 -2.404 -1.337  -0.874
C3 -0.743 1.992 -0.707  -0.611
S2 -1.791 -2.984 -0.105  1.482
H3 1.306 2.162 0.601  0.232
H4 -0.851 3.008 -0.950  0.219
H5 -0.227 2.124 1.570  0.208
O5 0.252 0.321 0.573  -0.478

Properties
* energy above the lowest of the compared OMol25 structures with the same formula, charge and spin: 15.2 kcal/mol
* lowest unoccupied orbital energy: -1.30 eV
* energy: -1344.5255 a.u.